{
  "formula": "C5H8N2",
  "method": "the ωB97M-V functional and the def2-TZVPD basis",
  "total_energy_ha": -304.76495,
  "molar_mass_g_mol": 96.1,
  "orbital_gap_ev": 9.313,
  "smiles": "C/N=C/C(C)=C=N",
  "spin_multiplicity": 1,
  "e_above_lowest_kcal_mol": 44.27,
  "e_lumo_ha": 0.036,
  "symbols": ["N", "N", "C", "C", "C", "C", "C", "H", "H", "H", "H", "H", "H", "H", "H"],
  "xyz": [[0.667, 2.683, 0.272], [-1.392, 0.082, -0.031], [-0.294, -0.546, -0.133], [0.981, 0.174, 0.033], [-2.635, -0.599, -0.273], [2.339, -0.485, 0.030], [0.840, 1.477, 0.205], [2.419, -1.234, -0.766], [0.589, 3.045, 1.221], [2.551, -0.986, 0.982], [-2.535, -1.687, -0.409], [-0.233, -1.622, -0.375], [-3.100, -0.171, -1.170], [3.126, 0.256, -0.136], [-3.315, -0.400, 0.562]],
  "nbo_charge": [-0.614, -0.423, 0.117, -0.310, -0.429, -0.603, 0.502, 0.216, 0.379, 0.213, 0.166, 0.152, 0.204, 0.226, 0.202]
}